{
  "formula": "C32H68N2O6PS",
  "method": "the ωB97M-V functional and the def2-TZVPD basis",
  "energy_ha": -2560.252319,
  "charge": 1,
  "elements": ["C", "O", "C", "C", "C", "C", "P", "S", "C", "C", "C", "C", "O", "C", "N", "C", "N", "C", "C", "C", "C", "C", "H", "H", "H", "H", "H", "H", "H", "H", "H", "H", "H", "H", "H", "H", "H", "H", "H", "H", "H", "H", "H", "H", "H", "H", "H", "H", "H", "H", "H", "H", "H", "H", "H", "H", "H", "H", "C", "C", "C", "O", "C", "H", "H", "H", "H", "H", "H", "H", "H", "C", "C", "C", "O", "C", "H", "H", "H", "H", "H", "H", "H", "H", "C", "C", "C", "O", "C", "H", "H", "H", "H", "H", "H", "H", "H", "C", "C", "C", "O", "C", "H", "H", "H", "H", "H", "H", "H", "H"],
  "positions_angstrom": [[1.45, 0.24, 1.63], [1.18, 0.42, 0.26], [2.04, -0.30, -0.61], [1.25, -0.92, -1.76], [0.01, -0.22, -2.34], [0.04, 1.14, -3.11], [-0.83, 0.83, -4.72], [-2.56, -0.02, -4.75], [1.38, 1.79, -3.41], [1.64, 2.88, -2.35], [2.26, 4.14, -2.96], [2.60, 5.26, -1.98], [2.96, 6.42, -2.71], [3.77, 4.91, -1.07], [3.68, 5.61, 0.20], [0.29, 3.12, -1.67], [-0.72, 2.31, -2.45], [-2.07, 2.01, -1.80], [-2.35, 2.81, -0.54], [-3.80, 2.58, -0.05], [-4.16, 1.09, 0.01], [-4.81, 3.40, -0.88], [0.86, 0.98, 2.18], [2.52, 0.41, 1.85], [1.17, -0.76, 1.97], [2.85, 0.36, -0.95], [2.52, -1.12, -0.07], [1.95, -1.18, -2.56], [0.86, -1.87, -1.40], [-0.75, -0.17, -1.57], [-0.39, -0.95, -3.06], [0.23, 0.22, -5.39], [-0.76, 2.14, -5.23], [2.18, 1.05, -3.45], [1.34, 2.28, -4.39], [2.32, 2.49, -1.60], [1.60, 4.54, -3.74], [3.20, 3.86, -3.47], [1.73, 5.49, -1.34], [2.23, 7.01, -2.80], [4.67, 5.27, -1.58], [3.87, 3.82, -0.97], [4.49, 5.43, 0.78], [2.88, 5.30, 0.74], [0.28, 2.73, -0.66], [-0.04, 4.16, -1.68], [-0.95, 2.93, -3.23], [-2.06, 0.94, -1.59], [-2.82, 2.17, -2.57], [-2.20, 3.88, -0.74], [-1.65, 2.52, 0.25], [-3.82, 2.96, 0.98], [-5.12, 0.97, 0.50], [-4.25, 0.66, -1.00], [-3.43, 0.51, 0.58], [-4.43, 3.62, -1.89], [-5.75, 2.86, -1.01], [-5.05, 4.36, -0.42], [3.14, -5.47, -2.43], [1.70, -5.87, -2.11], [0.97, -4.54, -2.23], [1.67, -3.79, -3.23], [2.92, -4.44, -3.53], [3.76, -6.30, -2.76], [3.62, -5.01, -1.56], [1.32, -6.58, -2.86], [1.58, -6.33, -1.13], [1.01, -4.00, -1.27], [-0.07, -4.63, -2.53], [2.84, -4.91, -4.51], [3.70, -3.68, -3.57], [-6.11, -3.07, 2.01], [-6.15, -2.18, 3.26], [-4.70, -1.74, 3.37], [-4.20, -1.68, 2.03], [-5.12, -2.32, 1.14], [-7.08, -3.20, 1.53], [-5.71, -4.06, 2.27], [-6.80, -1.32, 3.09], [-6.50, -2.70, 4.15], [-4.10, -2.46, 3.95], [-4.57, -0.76, 3.84], [-5.63, -1.55, 0.54], [-4.56, -2.96, 0.46], [-2.16, 0.46, 7.71], [-3.44, 0.16, 8.49], [-4.41, -0.17, 7.37], [-3.62, -0.77, 6.33], [-2.23, -0.58, 6.60], [-1.25, 0.37, 8.31], [-2.19, 1.47, 7.30], [-3.29, -0.70, 9.14], [-3.78, 0.99, 9.11], [-4.89, 0.73, 6.98], [-5.18, -0.88, 7.66], [-1.79, -1.53, 6.92], [-1.74, -0.26, 5.68], [7.04, -2.12, -1.11], [5.85, -1.61, -0.30], [4.79, -2.65, -0.66], [5.48, -3.87, -0.88], [6.89, -3.63, -0.97], [8.00, -1.76, -0.73], [6.95, -1.82, -2.15], [6.07, -1.65, 0.77], [5.54, -0.60, -0.56], [4.25, -2.37, -1.57], [4.05, -2.81, 0.14], [7.37, -4.00, -0.06], [7.28, -4.18, -1.82]],
  "mulliken_charge": [-0.977, -0.044, -0.589, -0.174, -2.392, 1.959, -0.058, -0.293, -2.052, 1.862, -1.412, 0.076, -0.553, -0.525, -0.629, -1.486, 0.108, -0.469, -1.003, 0.631, -1.775, -1.403, 0.228, 0.347, 0.342, 0.001, 0.467, 0.480, -0.072, 0.158, 0.823, 0.175, 0.117, 0.235, 0.637, -0.097, 0.327, 0.352, 0.338, 0.361, 0.417, 0.183, 0.249, 0.191, 0.135, 0.929, 0.778, 0.269, 0.290, 0.310, 0.346, 0.485, 0.511, 0.386, 0.411, 0.293, 0.374, 0.336, -0.124, -0.698, -0.342, -0.346, -0.434, 0.437, -0.078, 0.256, 0.358, 0.208, 0.344, 0.315, 0.203, -0.610, -0.537, -0.137, -0.301, -0.424, 0.347, 0.259, 0.302, 0.347, 0.126, 0.118, 0.220, 0.305, -0.538, -0.580, -0.446, -0.323, -0.363, 0.339, 0.263, 0.269, 0.331, 0.267, 0.300, 0.278, 0.205, -0.620, -0.428, 0.259, -0.480, -0.523, 0.376, 0.264, 0.321, 0.208, -0.262, 0.252, 0.275, 0.324]
}